1.
Density functional theory data (ωB97M-V with the def2-TZVPD basis set) for a cluster of 2 separate species, C2BrClN2S in total at a distorted geometry.

```
7
Properties=species:S:1:pos:R:3:lowdin_charge:R:1
C 0.749 1.668 -0.066 -0.764
C -0.334 -0.945 -0.610 -0.804
N 0.529 0.839 -0.834 0.083
N -0.715 -1.292 0.478 -0.630
S -1.087 -1.082 2.014 0.489
Cl 0.784 2.689 1.139 0.842
Br 0.072 -1.877 -2.122 0.784
```

## Properties
Highest occupied orbital energy (alpha / beta)   -8.030 / -8.026 eV
LUMO level (alpha / beta)   -0.868 / -0.871 eV

---

2.
Density functional theory data (ωB97M-V with the def2-TZVPD basis set) for a structure of composition C31H26F4NO5OsS2 at a distorted geometry.

```
70
Properties=species:S:1:pos:R:3:lowdin_charge:R:1
Os 1.142 1.533 -1.235 1.367
S 1.996 -0.549 -2.854 0.717
C 1.541 -0.282 -4.495 -0.728
C 1.894 -1.229 -5.466 -0.149
C 1.539 -1.066 -6.788 -0.130
C 0.800 0.052 -7.171 -0.129
C 0.447 0.991 -6.226 -0.148
C 0.827 0.851 -4.883 -0.704
S 0.400 2.111 -3.786 0.777
H 2.462 -2.096 -5.150 0.089
H 1.833 -1.803 -7.525 0.087
H 0.510 0.188 -8.205 0.087
H -0.128 1.868 -6.498 0.090
C 4.868 -3.813 2.637 -0.042
C 3.471 -3.527 3.183 -0.307
C 2.726 -4.838 3.415 -0.150
C 1.349 -4.561 3.999 -0.134
C 0.598 -3.641 3.076 -0.141
C -0.781 -3.666 3.038 0.046
C -1.469 -2.818 2.183 -0.257
F -2.816 -2.866 2.181 0.064
C -0.811 -1.948 1.358 0.083
C 0.586 -1.896 1.398 -0.030
C 1.263 -0.910 0.555 -0.286
O 0.569 -0.224 -0.223 -0.161
C 2.677 -0.824 0.728 -0.013
C 3.297 -1.698 1.566 0.039
N 2.688 -2.669 2.280 0.027
C 1.304 -2.747 2.253 -0.073
C 3.601 0.207 0.072 -0.607
O 4.803 0.057 0.261 0.031
O 3.089 1.165 -0.596 -0.192
H 5.332 -4.584 3.250 0.082
H 5.510 -2.937 2.663 0.079
H 4.807 -4.172 1.609 0.100
H 3.566 -3.010 4.147 0.158
H 3.313 -5.463 4.090 0.119
H 2.621 -5.365 2.463 0.136
H 1.453 -4.090 4.982 0.127
H 0.791 -5.488 4.134 0.118
H -1.326 -4.346 3.680 0.128
H -1.336 -1.287 0.683 0.141
H 4.367 -1.596 1.657 0.128
F 2.653 3.768 -2.405 0.008
C 1.714 3.484 -1.459 -0.735
F 2.271 3.935 -0.291 0.020
F 0.700 4.374 -1.711 -0.002
C -6.709 3.383 1.038 -0.058
C -5.239 3.211 0.771 -0.275
C -4.372 2.768 1.756 -0.020
C -3.026 2.535 1.491 -0.192
C -2.136 2.076 2.613 -0.037
C -2.538 2.748 0.196 -0.033
C -3.391 3.255 -0.804 -0.181
C -2.914 3.583 -2.191 -0.034
C -4.725 3.480 -0.490 -0.017
C -1.123 2.379 -0.146 -0.587
O -0.167 2.500 0.643 0.002
O -0.915 1.892 -1.296 -0.212
H -6.933 3.295 2.100 0.069
H -7.272 2.612 0.507 0.080
H -7.059 4.352 0.679 0.075
H -4.753 2.591 2.756 0.108
H -2.729 1.742 3.465 0.073
H -1.498 2.901 2.934 0.090
H -1.473 1.274 2.294 0.070
H -1.989 4.158 -2.158 0.083
H -3.672 4.151 -2.730 0.075
H -2.693 2.674 -2.746 0.076
H -5.392 3.863 -1.255 0.114
```

## Properties
Net charge   -1
Highest occupied orbital energy   -3.888 eV
LUMO level   1.710 eV

---

3.
Density functional theory data (ωB97M-V with the def2-TZVPD basis set) for the molecule C3H5N3S at a distorted geometry.

```
12
Properties=species:S:1:pos:R:3:lowdin_charge:R:1
C -1.093 1.291 -0.233 -0.185
C -1.564 0.014 0.103 -0.833
C 1.826 -0.306 -0.076 -0.082
N 0.133 1.382 0.090 0.165
N -0.472 -0.817 0.329 -0.027
N 0.626 -0.103 0.674 -0.120
S -3.095 -0.608 -0.181 0.580
H -1.810 1.965 -0.706 0.126
H 2.036 0.576 -0.542 0.037
H 2.614 -0.578 0.675 0.104
H 1.609 -1.054 -0.778 0.070
H -0.810 -1.761 0.646 0.165
```

## Properties
Highest occupied orbital energy   -8.434 eV
LUMO level   -0.561 eV

---

4.
Density functional theory data (ωB97M-V with the def2-TZVPD basis set) for the ion C2H3ClN with charge +1 at a distorted geometry.

```
7
Properties=species:S:1:pos:R:3:lowdin_charge:R:1
C 0.375 0.057 0.153 0.128
C -1.011 -0.070 0.068 -0.013
N 1.693 0.283 -0.159 -0.429
Cl 3.246 0.091 0.078 0.887
H -1.309 -1.085 -0.022 0.111
H -1.506 0.190 -0.961 0.188
H -1.488 0.534 0.842 0.127
```

## Properties
Net charge   +1
Highest occupied orbital energy (alpha / beta)   -16.424 / -16.424 eV
LUMO level (alpha / beta)   -6.649 / -6.650 eV

---

5.
Density functional theory data (ωB97M-V with the def2-TZVPD basis set) for a cluster of 6 separate species, C21H50N6O5 in total at a distorted geometry.

```
82
Properties=species:S:1:pos:R:3:lowdin_charge:R:1
C -5.956 2.286 -1.773 -0.102
C -5.134 1.499 -0.723 -0.240
N -6.017 0.847 0.346 -0.187
C -5.234 0.132 1.411 -0.245
C -6.124 -0.566 2.458 -0.102
C -7.168 0.078 -0.233 -0.227
C -6.807 -1.297 -0.915 -0.067
H -6.195 1.456 -2.438 0.062
H -5.180 2.952 -2.149 0.067
H -6.800 2.918 -1.498 0.078
H -4.340 0.866 -1.120 0.105
H -4.562 2.306 -0.265 0.094
H -4.457 -0.487 0.962 0.101
H -4.678 0.900 1.947 0.104
H -6.766 0.135 2.991 0.074
H -6.779 -1.384 2.158 0.059
H -5.451 -1.063 3.157 0.067
H -7.618 0.903 -0.785 0.088
H -7.838 -0.061 0.615 0.091
H -7.746 -1.814 -1.106 0.061
H -6.214 -1.985 -0.312 0.061
H -6.307 -1.208 -1.879 0.059
C 0.687 -0.288 -2.641 -0.007
C 0.595 0.539 -1.358 -0.565
O 0.516 -0.025 -0.272 0.018
N 0.845 1.847 -1.384 0.004
C 1.494 2.568 -2.440 -0.086
H 0.380 -1.288 -2.334 0.080
H 1.767 -0.358 -2.771 0.085
H 0.167 0.100 -3.517 0.079
H 0.816 2.212 -0.443 0.149
H 0.977 3.527 -2.465 0.085
H 1.507 2.048 -3.398 0.078
H 2.550 2.798 -2.297 0.079
C 6.496 -5.260 4.635 -0.011
C 5.946 -3.843 4.843 -0.581
O 5.695 -3.431 5.954 0.057
N 5.866 -3.211 3.673 0.001
C 5.520 -1.808 3.452 -0.068
H 5.673 -5.929 4.382 0.077
H 6.845 -5.642 5.594 0.081
H 7.256 -5.238 3.855 0.073
H 5.899 -3.768 2.831 0.131
H 4.508 -1.655 3.078 0.082
H 6.197 -1.264 2.792 0.074
H 5.685 -1.179 4.327 0.085
C -3.559 6.162 2.982 -0.009
C -2.613 5.219 3.644 -0.544
O -1.644 4.793 2.988 -0.002
N -2.779 4.761 4.906 0.012
C -3.877 4.844 5.875 -0.081
H -3.255 6.630 2.046 0.086
H -3.725 6.980 3.682 0.080
H -4.494 5.635 2.789 0.086
H -2.054 4.189 5.316 0.136
H -3.776 5.723 6.512 0.076
H -3.926 4.006 6.571 0.079
H -4.860 4.825 5.404 0.080
C 4.586 6.766 -5.785 0.000
C 4.221 5.631 -6.803 -0.563
O 3.434 5.922 -7.669 0.048
N 4.802 4.434 -6.642 -0.001
C 4.695 3.275 -7.534 -0.064
H 3.684 7.152 -5.311 0.076
H 5.171 7.550 -6.265 0.079
H 5.115 6.301 -4.953 0.057
H 5.621 4.370 -6.054 0.127
H 3.958 2.594 -7.109 0.077
H 5.618 2.695 -7.525 0.078
H 4.467 3.530 -8.569 0.087
C 3.902 -10.125 -0.291 0.000
C 2.729 -9.231 0.168 -0.588
O 1.651 -9.735 0.506 0.014
N 2.894 -7.950 0.166 -0.007
C 1.929 -6.980 0.756 -0.028
H 3.677 -11.191 -0.285 0.083
H 4.714 -9.859 0.385 0.070
H 4.382 -9.789 -1.210 0.071
H 3.826 -7.595 0.006 0.135
H 2.364 -6.019 1.029 0.082
H 1.297 -7.518 1.462 0.084
H 1.309 -6.863 -0.133 0.084
```

## Properties
Highest occupied orbital energy   -7.977 eV
LUMO level   0.187 eV

---

6.
Density functional theory data (ωB97M-V with the def2-TZVPD basis set) for a structure of composition C20H17Cl3Zn at a distorted geometry.

```
41
Properties=species:S:1:pos:R:3:lowdin_charge:R:1
Cl 4.035 -0.017 1.484 0.577
C 2.339 -0.012 1.428 -0.789
C 1.645 1.206 1.363 -0.153
C 0.253 1.211 1.341 -0.065
C -0.493 0.002 1.385 -0.220
C -1.923 0.020 1.438 -0.291
C -2.760 -1.194 1.378 -0.181
C -4.257 -0.667 1.490 -0.215
C -4.085 0.815 1.555 -0.169
C -2.740 1.171 1.513 -0.092
C 0.243 -1.218 1.406 -0.071
C 1.634 -1.225 1.440 -0.154
H 2.202 2.143 1.335 0.084
H -0.283 2.163 1.292 0.085
H -2.642 -1.753 0.437 0.092
H -2.553 -1.907 2.187 0.084
H -4.837 -1.027 0.626 0.078
H -4.725 -1.103 2.386 0.084
H -4.940 1.485 1.619 0.049
H -2.330 2.185 1.523 0.086
H -0.300 -2.168 1.409 0.086
H 2.184 -2.164 1.476 0.084
Cl -6.090 -1.193 7.904 -0.153
Zn -3.941 -1.273 8.191 0.099
Cl -2.347 -2.465 8.964 -0.148
C -3.308 0.395 6.605 -0.242
C -3.217 -0.692 5.666 -0.184
C -1.906 -0.725 5.133 -0.065
C -1.125 0.270 5.794 -0.206
C -1.986 0.948 6.746 -0.237
C -1.452 1.916 7.591 -0.081
C -0.142 2.367 7.379 -0.149
C 0.646 1.815 6.350 -0.138
C 0.159 0.768 5.556 -0.045
H -4.227 0.880 6.981 0.060
H -4.017 -1.415 5.492 0.071
H -1.515 -1.345 4.324 0.088
H -2.064 2.318 8.398 0.090
H 0.273 3.168 7.998 0.073
H 1.652 2.210 6.183 0.078
H 0.734 0.358 4.725 0.102
```

## Properties
Net charge   -2
Highest occupied orbital energy   0.629 eV
LUMO level   4.355 eV

---

Record-wise relative energy (zero: lowest compared OMol25 entry of this formula, charge and spin) values, in eV: 3.601 2.134 3.939 2.476 3.484 0.000
Record-wise molecular weight values, in g mol⁻¹: 199.46 822.91 115.16 76.51 466.67 429.10